# C29H68IO5P

A 4-piece molecular cluster, C29H68IO5P overall (ωB97M-V/def2-TZVPD, the OMol25 dataset).

XYZ file:
```
104
Properties=species:S:1:pos:R:3:forces:R:3
C 2.925327 -0.771044 1.202902 0.41 -0.09 -0.10
C 2.995203 -1.814786 0.095095 -0.20 -0.30 0.26
O 1.819469 -1.949896 -0.668224 0.13 0.05 -0.04
P 1.326790 -0.649764 -1.706201 -0.14 0.34 -0.53
C 0.924848 0.717858 -2.992069 0.32 -0.16 -0.15
C 2.063370 0.937240 -3.986426 -0.20 0.14 0.11
C 1.926609 2.223194 -4.793773 -0.06 -0.06 -0.07
I 0.713808 1.961026 -6.546308 -0.02 0.03 0.05
C 0.013077 -0.153207 -0.533201 -0.39 -0.07 -0.01
C -1.140040 -1.177163 -0.553319 0.08 0.05 -0.04
C -2.050245 -1.094147 0.682631 -0.28 0.11 -0.05
C -3.436787 -0.440736 0.437941 0.63 -0.12 0.18
C -3.639170 0.848979 1.221192 -0.05 0.03 -0.24
C -2.722642 1.974233 0.740590 -0.10 -0.04 0.36
C -3.100427 3.359506 1.297472 -0.07 -0.11 -0.40
C -3.770287 4.299429 0.276263 -0.02 0.20 0.03
C -3.076700 5.656529 0.127990 -0.17 -0.05 -0.29
C -1.673591 5.541809 -0.494477 -0.07 -0.16 0.21
C -0.479586 5.575355 0.478083 0.06 0.02 -0.05
O -0.887959 5.783752 1.815235 -0.06 0.07 0.09
C 0.043105 5.290402 2.753380 -0.09 0.22 -0.19
H 1.998146 -0.846755 1.763895 -0.10 0.03 0.02
H 3.054445 0.238374 0.814297 -0.20 0.12 0.02
H 3.749297 -0.952407 1.894786 0.04 0.06 0.07
H 3.862282 -1.620444 -0.547449 0.05 0.12 -0.08
H 3.167756 -2.789196 0.556448 0.03 -0.08 -0.06
H 2.665903 -0.187668 -1.713338 0.11 0.05 0.26
H 0.977813 -1.621246 -2.655057 -0.03 -0.16 0.09
H 0.721180 1.666509 -2.489371 -0.07 0.04 0.10
H 0.036788 0.417989 -3.554363 -0.24 0.11 0.15
H 3.015796 1.003363 -3.449488 0.06 -0.04 0.05
H 2.128668 0.089078 -4.666832 0.20 -0.10 -0.01
H 1.429149 3.005174 -4.229668 0.00 0.04 0.06
H 2.876101 2.606015 -5.151824 0.04 -0.08 -0.11
H 0.415674 -0.108637 0.475873 0.20 -0.05 -0.04
H -0.382391 0.829141 -0.780993 0.06 0.10 -0.03
H -0.734791 -2.182510 -0.654628 0.11 -0.02 0.10
H -1.739020 -0.997900 -1.448711 -0.01 -0.06 -0.08
H -2.194427 -2.100265 1.075242 -0.01 -0.05 0.03
H -1.544665 -0.536108 1.473281 0.13 -0.03 0.06
H -3.524906 -0.210224 -0.623451 -0.26 -0.08 -0.08
H -4.207804 -1.161898 0.699775 -0.21 0.04 -0.10
H -3.460921 0.663752 2.283415 -0.09 0.05 0.11
H -4.678413 1.166821 1.108074 -0.07 0.02 0.04
H -2.754224 1.984473 -0.351371 0.12 0.07 -0.10
H -1.698060 1.741824 1.041031 0.07 -0.06 -0.14
H -2.208716 3.852396 1.675795 0.00 0.05 0.14
H -3.783723 3.223681 2.135859 0.11 0.01 0.19
H -3.788044 3.840584 -0.716380 0.01 -0.13 -0.01
H -4.816793 4.472591 0.535138 -0.04 -0.03 0.08
H -3.690974 6.263716 -0.540750 -0.01 0.05 0.01
H -3.046458 6.178781 1.080386 0.07 0.02 0.09
H -1.635376 4.594795 -1.036388 0.03 0.01 -0.12
H -1.544329 6.322498 -1.239978 0.04 0.11 -0.01
H 0.089655 4.642118 0.415113 -0.05 -0.13 0.01
H 0.208758 6.376635 0.191126 0.09 0.04 0.02
H -0.015167 4.200126 2.807670 0.10 -0.11 0.05
H -0.205047 5.723799 3.717108 -0.06 -0.05 0.11
H 1.061383 5.588837 2.493756 0.12 -0.02 0.00
C -8.044335 1.715369 -1.311726 -0.01 -0.08 0.03
C -6.659708 1.332557 -1.805223 -0.02 0.09 -0.04
O -6.169729 0.116833 -1.270655 0.10 0.02 0.06
C -6.931306 -1.043784 -1.545582 -0.05 -0.07 -0.01
C -7.076979 -1.355893 -3.025018 0.04 0.07 -0.02
H -8.058850 1.773886 -0.222664 0.00 0.01 0.01
H -8.325817 2.688144 -1.715900 0.02 0.02 0.01
H -8.804375 0.996886 -1.621449 0.00 0.02 -0.04
H -5.937855 2.086663 -1.488139 0.02 -0.01 0.00
H -6.635146 1.310821 -2.900880 -0.03 -0.03 0.00
H -7.915911 -0.981343 -1.067789 -0.01 0.03 -0.03
H -6.391963 -1.853043 -1.052509 0.01 0.01 0.02
H -7.628679 -0.579959 -3.557040 -0.04 -0.02 0.01
H -7.618465 -2.293530 -3.153981 0.01 -0.02 0.01
H -6.096589 -1.454375 -3.492929 0.00 -0.01 0.00
C 3.299875 -3.636908 6.388610 0.00 0.07 -0.05
C 1.800018 -3.877813 6.364190 0.03 -0.08 0.03
O 1.040357 -2.760791 5.941801 -0.06 0.03 0.05
C 1.309673 -2.284789 4.636702 0.03 0.06 -0.09
C 1.068853 -3.303321 3.536325 -0.03 -0.07 0.02
H 3.539502 -2.783741 7.024281 0.00 0.00 0.01
H 3.810067 -4.517071 6.780967 -0.01 -0.01 0.02
H 3.700913 -3.439798 5.393435 0.00 -0.05 -0.01
H 1.447067 -4.089178 7.373550 -0.02 0.01 0.00
H 1.563889 -4.757912 5.754913 0.02 0.02 -0.03
H 2.330768 -1.889326 4.573846 0.01 -0.04 0.00
H 0.636078 -1.437326 4.504362 -0.01 0.01 0.02
H 1.734533 -4.163818 3.616488 0.04 0.03 -0.02
H 1.239387 -2.844372 2.561473 -0.02 -0.01 -0.01
H 0.041567 -3.668926 3.568472 -0.01 0.01 0.01
C 6.238656 -3.875525 -0.568186 0.07 0.05 0.02
C 6.127607 -3.410766 -2.010196 -0.08 -0.06 0.01
O 7.120680 -2.479354 -2.397344 -0.03 0.09 -0.03
C 8.460956 -2.927247 -2.313723 0.08 -0.01 0.02
C 8.768562 -4.136821 -3.179684 -0.08 -0.01 -0.02
H 6.210256 -3.021132 0.110153 -0.01 0.00 0.01
H 5.406411 -4.538020 -0.328081 -0.02 0.01 0.00
H 7.163256 -4.422778 -0.380080 -0.02 -0.04 -0.03
H 5.181961 -2.886904 -2.153102 0.00 0.00 -0.02
H 6.116732 -4.270658 -2.689667 0.04 -0.01 0.02
H 8.738058 -3.122328 -1.271166 -0.02 -0.04 0.00
H 9.059171 -2.078623 -2.645239 -0.01 0.02 0.00
H 8.205658 -5.018390 -2.870778 0.03 -0.01 0.03
H 9.828978 -4.381289 -3.110451 0.01 0.02 0.00
H 8.527502 -3.930685 -4.223189 0.01 0.00 0.00
```
Positions in Å, forces in eV/Å.

SMILES = CCO[PH2](CCCI)CCCCCCCCCCCOC.CCOCC.CCOCC.CCOCC
2S+1 = 1
Charge = 0
Total energy = -58799.706 eV